Entry 1:
This record from the Open Molecules 2025 dataset describes C18H30FeN8O2SSi as an isolated structure in a non-equilibrium geometry. The level of theory is ωB97M-V/def2-TZVPD.

The LUMO energy (spin up / spin down) comes out at -10.0 / -13.7 eV. As for the energy relative to the best compared isomer or geometry (same formula, charge and spin): 25.3 kcal/mol. The value obtained for the total energy is -88240.668 eV. As for the expectation value of S²: 8.91. The value obtained for the frontier orbital gap (spin up / spin down) is 6.6116 / 2.8560 eV. The calculation puts the HOMO energy (spin up / spin down) at -0.609 / -0.607 Ha.

```
! RIJCOSX wB97M-V def2-TZVPD def2/J DEFGRID3
* xyz 3 6
C -3.249 -2.914 0.217
C 2.686 1.583 -1.601
H -4.184 0.507 -0.712
H -0.229 0.889 6.195
C 3.683 2.773 0.215
H -0.656 -5.021 -0.251
C 3.352 2.000 2.552
N -3.299 0.448 -0.229
C 1.954 0.751 -0.720
N -0.423 0.168 5.513
C 1.097 0.390 -4.185
H -3.166 -4.999 -0.275
C -2.312 1.251 -0.605
C -0.398 0.364 4.210
C -0.537 -2.935 0.198
H 3.344 3.039 2.875
H -1.058 2.114 2.010
H -0.032 2.390 4.289
N -0.153 1.728 2.293
H -1.269 -1.892 -3.624
H 1.928 -2.558 -3.925
C 1.806 -2.348 -2.867
Fe 0.077 -0.079 0.795
H 4.113 3.148 -1.853
H -4.327 -2.866 0.244
H -1.704 -0.298 -3.060
C 3.547 2.556 -1.153
H -2.666 -0.027 1.699
C -2.498 -1.779 0.494
H -1.706 2.717 -2.039
C 3.071 1.909 1.099
O 1.503 -1.117 1.135
N -1.161 -1.789 0.461
H 2.683 1.399 3.158
H 4.311 3.561 0.595
H 4.365 1.636 2.737
C -1.129 -1.184 -2.813
H 0.882 1.436 -3.983
H -3.163 1.799 -2.498
Si 0.716 -0.763 -2.682
N -0.092 1.567 3.694
H 0.543 2.420 2.015
H 1.300 -3.187 -2.401
H 0.541 -2.914 0.226
H -0.613 -0.756 5.881
H -4.216 -0.732 1.203
H -1.547 -1.626 -1.921
H 2.786 -2.221 -2.417
C -2.615 2.247 -1.673
H 2.548 1.433 -2.655
N 1.031 -0.101 -1.100
S -0.723 -0.896 3.109
C -2.598 -4.105 -0.068
O -1.191 1.214 -0.043
N 2.267 0.900 0.639
N 1.904 -0.009 1.584
C -1.212 -4.115 -0.068
C -3.206 -0.496 0.870
H 0.438 0.068 -4.987
H 2.118 0.297 -4.545
H -3.258 3.024 -1.259
*
```


Entry 2:
This record from the Open Molecules 2025 dataset describes C18H30HfN2O7 as an isolated structure in a non-equilibrium geometry. The level of theory is ωB97M-V/def2-TZVPD.

The LUMO energy comes out at -13.3 eV. As for the energy relative to the best compared isomer or geometry (same formula, charge and spin): 12.1 kcal/mol. The value obtained for the total energy is -37732.189 eV. The value obtained for the frontier orbital gap is 6.7410 eV. The calculation puts the HOMO energy at -0.738 Ha.

```
! RIJCOSX wB97M-V def2-TZVPD def2/J DEFGRID3
* xyz 4 1
C -2.488 -1.374 0.041
H 0.150 1.458 -3.048
C -0.093 6.123 3.497
H -3.367 -0.012 -1.929
C 2.369 -0.859 1.677
H -0.044 3.196 -2.713
H -1.150 0.745 3.520
H 2.364 2.450 -2.308
H 0.999 -0.124 4.207
O -0.606 6.754 2.593
H -2.750 2.079 -0.805
H 0.778 5.936 5.355
O 1.747 1.033 -0.858
C -2.310 0.239 -1.870
H 0.308 7.526 4.884
C -2.610 -0.786 1.431
C 2.302 -0.064 -1.668
C -2.118 1.720 -1.619
N 0.378 6.542 4.657
C -1.152 2.860 1.985
H 2.146 4.647 2.688
H -1.975 -2.335 0.072
N 0.008 2.329 1.486
H -1.492 -0.970 3.801
H -3.464 -1.518 -0.419
H 1.568 3.093 -0.868
C 1.199 4.150 2.516
Hf 0.020 0.552 0.388
C 0.571 -0.581 3.316
H 2.406 0.232 -2.711
O 0.891 -1.352 -0.174
H 1.297 -2.728 1.312
C 1.842 -1.958 0.767
C 1.160 2.997 1.777
C -0.915 -0.268 3.201
O -1.657 -0.468 -0.760
O -1.235 -0.428 1.783
O 1.246 -0.044 2.126
H -1.837 -0.090 -2.796
H -2.077 2.340 1.750
H -2.338 2.316 -2.504
H 2.663 -2.444 0.241
H 1.846 -2.173 -1.863
H -2.135 4.378 3.106
H 3.043 -0.182 1.151
H -3.003 -1.536 2.118
H 0.733 -1.658 3.361
H 3.298 -0.290 -1.288
O -0.735 1.917 -1.192
H 2.086 2.559 1.418
C 1.355 -1.251 -1.552
C 1.554 2.288 -1.600
C 0.002 4.688 3.018
C 0.200 2.228 -2.274
C -1.190 3.989 2.749
H -3.248 0.099 1.469
H 2.917 -1.274 2.523
H 0.460 -1.129 -2.164
*
```


Entry 3:
This record from the Open Molecules 2025 dataset describes one molecule with the formula C18H30N2O3 in a non-equilibrium geometry. The level of theory is ωB97M-V/def2-TZVPD.

The LUMO energy comes out at 0.6 eV. As for the energy relative to the best compared isomer or geometry (same formula, charge and spin): 372.4 kcal/mol. As for the SMILES: COCC1CCN(C(=O)[C@@H]2CCC(=O)N(C3CCCC3)C2)CC1. The value obtained for the total energy is -28259.544 eV. The value obtained for the frontier orbital gap is 8.2763 eV. The calculation puts the HOMO energy at -0.283 Ha.

```
! RIJCOSX wB97M-V def2-TZVPD def2/J DEFGRID3
* xyz 0 1
H 0.056 -1.789 -1.414
C -7.137 -0.198 -0.927
H -7.560 0.206 -2.010
N 2.857 -0.227 -0.568
C -3.739 0.389 0.225
H 1.043 2.598 -0.385
H 3.655 -3.454 -0.387
H 1.261 0.754 -1.092
C 0.803 -1.528 -0.506
H 2.772 4.091 -1.448
C 2.964 -2.721 -0.800
H 4.309 0.830 0.586
C -1.702 0.587 1.567
H -0.992 -0.037 -1.668
H -1.748 1.821 1.298
H -3.093 -1.209 -0.526
C 1.962 3.048 0.080
C 1.512 -2.729 0.085
C -5.060 -0.039 0.234
H -5.739 0.351 1.031
O -5.712 0.254 -0.931
H 4.693 2.016 -1.421
H 2.947 1.638 -1.917
C -3.095 -0.068 -0.790
C 3.412 0.959 -0.110
H -3.453 0.588 2.386
C 2.530 1.756 1.073
H -5.333 -1.163 0.387
C 0.012 -0.830 0.570
C 3.660 2.143 -1.200
H -2.986 -1.023 1.824
C -1.549 0.364 -0.597
O 4.837 -1.341 0.255
H -7.611 0.251 -0.287
H 1.092 -3.784 -0.230
H -1.160 0.291 2.461
H 2.875 -2.711 -1.644
H 1.746 0.832 1.353
H 1.828 -0.779 -2.189
C 1.636 -0.229 -1.124
C -3.059 -0.018 1.427
H -7.203 -1.246 -1.040
H -3.730 1.355 0.123
O 0.294 -1.078 1.746
N -1.021 -0.068 0.579
H -1.669 1.391 -0.963
H -3.372 -0.042 -1.679
C 3.724 -1.623 -0.377
H 1.723 3.699 1.050
C 3.178 3.326 -0.622
H 3.066 2.000 2.051
H 3.885 3.618 -0.038
H 1.655 -2.702 1.127
*
```


Entry 4:
This record from the Open Molecules 2025 dataset describes a 2-piece molecular cluster, C18H30N4O10 overall in a non-equilibrium geometry. The level of theory is ωB97M-V/def2-TZVPD.

The LUMO energy comes out at -0.3 eV. As for the energy relative to the best compared isomer or geometry (same formula, charge and spin): 16.4 kcal/mol. The value obtained for the total energy is -45588.185 eV. The value obtained for the frontier orbital gap is 8.1049 eV. The calculation puts the HOMO energy at -0.308 Ha.

```
! RIJCOSX wB97M-V def2-TZVPD def2/J DEFGRID3
* xyz 0 1
O 0.721 4.557 0.402
H -0.358 -1.103 0.805
C 2.147 -5.100 1.034
C -1.092 -1.822 0.418
O -2.498 -1.623 2.440
C 0.326 -2.285 -1.685
O -2.408 6.432 -2.266
C -0.402 -2.883 -0.468
H 0.453 7.106 1.451
H -3.306 3.889 -0.702
O -1.013 0.863 -1.417
H 0.799 2.323 -3.211
C 4.930 -4.765 2.537
H 2.090 -4.371 -1.036
C -0.686 3.571 -2.298
O 1.090 0.663 -0.877
C -0.801 -3.334 2.456
H 4.538 -3.840 2.099
H -4.873 6.639 -2.241
O -1.471 -4.370 3.192
H -1.192 6.648 -0.888
C 0.496 2.591 -2.197
H -0.380 4.433 -2.893
H -2.981 -2.079 3.150
N 1.299 -4.807 2.090
H 5.892 -4.992 2.067
C -0.225 5.018 -0.231
C -1.216 4.063 -0.937
H 5.092 -6.155 0.152
N -2.618 4.516 -1.083
C 1.641 -4.414 -0.044
C 0.297 -3.959 1.639
H -1.493 3.071 -2.837
H -0.333 -2.633 3.158
H -0.061 8.331 0.261
H -0.299 -1.536 -2.182
H 1.441 -5.097 3.060
H -1.257 3.190 -0.285
C -3.097 5.583 -1.720
O 1.583 -1.713 -1.321
H -1.676 -0.311 -0.795
H -1.974 -4.957 2.598
H -2.527 -3.236 1.141
H 0.503 -3.081 -2.414
H 1.449 -0.728 -1.094
C -1.803 -2.547 1.587
C -4.602 5.713 -1.735
H -5.029 4.867 -2.269
C 0.381 7.342 0.387
O 4.006 -5.856 2.368
H -1.198 -3.515 -0.870
N -0.441 6.337 -0.281
C 3.371 -5.977 1.087
O 4.276 -5.639 0.045
H 1.343 3.094 -1.729
O -2.079 -1.138 -0.362
H -4.972 5.732 -0.712
C 0.164 1.298 -1.430
H 1.384 7.335 -0.043
N 0.488 -3.731 0.363
H 3.051 -7.019 0.959
H 5.105 -4.591 3.603
*
```